(1)
Formula: C37H25Cl2N7O4V
Source: the OMol25 dataset
Level of theory: ωB97M-V/def2-TZVPD

The geometry in XYZ format:
```
76
C37H25Cl2N7O4V, DFT ωB97M-V/def2-TZVPD
V -0.229 0.325 0.472
O 0.349 0.500 -3.692
C 0.423 0.817 -2.507
N -0.524 0.660 -1.538
C -1.839 0.303 -1.932
C -2.389 0.480 -3.208
C -3.704 0.119 -3.480
C -4.496 -0.439 -2.493
C -3.984 -0.609 -1.213
C -2.673 -0.231 -0.917
N -2.038 -0.387 0.327
C -2.611 -0.942 1.402
O -3.770 -1.312 1.572
C -1.593 -1.146 2.501
C -1.916 -1.850 3.644
C -0.936 -2.069 4.599
C 0.333 -1.575 4.367
C 0.574 -0.873 3.198
N -0.368 -0.656 2.284
C 1.680 1.598 -2.184
C 1.529 2.958 -1.916
C 2.655 3.760 -1.881
C 3.896 3.176 -2.089
C 3.941 1.809 -2.318
N 2.864 1.030 -2.391
H -1.778 0.888 -3.991
H -4.098 0.262 -4.481
H -5.515 -0.743 -2.707
H -4.585 -1.042 -0.432
H -2.930 -2.209 3.741
H -1.155 -2.619 5.507
H 1.134 -1.722 5.076
H 1.551 -0.462 2.988
H 0.536 3.362 -1.755
H 2.569 4.824 -1.685
H 4.807 3.760 -2.059
H 4.896 1.310 -2.469
O -1.946 -6.535 -3.478
C -0.825 -6.533 -2.686
O -0.208 -7.572 -2.612
C -0.496 -5.283 -2.011
C -1.178 -4.059 -2.201
C -0.787 -2.905 -1.581
C 0.352 -2.860 -0.725
C 0.995 -4.118 -0.485
C 0.585 -5.266 -1.116
N 0.767 -1.702 -0.198
C 2.058 -1.627 0.315
C 2.574 -0.462 0.773
C 3.929 -0.391 1.271
C 4.450 0.793 1.660
C 3.635 1.981 1.577
C 2.353 1.861 1.141
N 1.766 0.694 0.766
H -2.353 -5.664 -3.431
H -2.034 -3.983 -2.867
H -1.321 -1.993 -1.780
H 1.807 -4.175 0.226
H 1.091 -6.205 -0.926
H 2.738 -2.470 0.281
H 4.510 -1.305 1.321
H 5.473 0.849 2.019
H 4.019 2.958 1.840
H 1.731 2.744 1.079
Cl 0.069 2.375 3.947
C -0.599 3.520 2.823
C -0.811 4.818 3.248
C -1.404 5.742 2.406
C -1.819 5.337 1.147
C -1.602 4.042 0.723
Cl -2.142 3.563 -0.854
C -0.935 3.062 1.517
N -0.658 1.822 1.060
H -0.519 5.095 4.254
H -1.551 6.764 2.729
H -2.321 6.032 0.485
```

Values from the calculation:
**Energy**: -3973.82440 Eh
**Net charge**: -2
**LUMO level (spin up / spin down)**: 0.1543 / 0.1543 Eh
**Spin multiplicity**: 2
**HOMO level (spin up / spin down)**: -0.061 / -0.221 eV
**Kohn-Sham gap (spin up / spin down)**: 4.260 / 4.420 eV

Löwdin atomic charge list, values in e, 5 entries: atom 1 (V): 0.883, atom 2 (O): 0.033, atom 3 (C): -0.458, atom 4 (N): 0.013, atom 5 (C): -0.249

(2)
Formula: C37H25MnN10O2S
Source: the OMol25 dataset
Level of theory: ωB97M-V/def2-TZVPD

The geometry in XYZ format:
```
76
C37H25MnN10O2S, DFT ωB97M-V/def2-TZVPD
Mn -0.224 -0.024 0.019
C -1.353 0.132 4.203
C -0.176 0.201 4.937
C 1.011 0.206 4.250
C 1.035 0.147 2.847
N -0.101 0.092 2.135
C -1.252 0.082 2.831
N 2.324 0.150 2.321
C 2.584 0.115 1.063
N 1.775 0.076 -0.019
C 2.537 0.081 -1.146
N 2.225 0.069 -2.388
C 0.917 -0.009 -2.873
C 0.846 0.004 -4.273
C -0.362 -0.119 -4.916
C -1.498 -0.275 -4.135
C -1.353 -0.268 -2.766
N -0.185 -0.110 -2.118
C 3.993 0.120 -0.757
C 5.142 0.133 -1.511
C 6.354 0.168 -0.819
C 6.384 0.188 0.574
C 5.202 0.175 1.318
C 4.022 0.139 0.613
H -2.333 0.114 4.659
H -0.189 0.246 6.019
H 1.969 0.250 4.748
H -2.142 0.023 2.236
H 1.782 0.099 -4.805
H -0.417 -0.113 -5.998
H -2.485 -0.406 -4.557
H -2.218 -0.429 -2.143
H 5.095 0.114 -2.593
H 7.286 0.175 -1.370
H 7.339 0.212 1.084
H 5.201 0.188 2.400
N -6.491 -0.766 4.938
C -5.826 -0.571 3.725
C -5.101 -1.612 3.145
C -4.472 -1.433 1.926
C -4.557 -0.207 1.274
C -5.291 0.830 1.835
C -5.921 0.648 3.054
S -3.739 -0.007 -0.270
O -4.449 1.023 -0.984
O -3.648 -1.324 -0.836
N -2.219 0.461 0.016
C -1.926 1.768 0.247
N -0.607 1.985 0.016
C -0.135 3.183 0.289
C -0.949 4.212 0.740
C -2.281 3.879 0.951
N -2.788 2.677 0.737
H -6.123 -1.499 5.521
H -6.697 0.073 5.456
H -5.033 -2.567 3.655
H -3.911 -2.239 1.470
H -5.347 1.773 1.311
H -6.497 1.455 3.495
H 0.932 3.325 0.137
H -0.562 5.199 0.942
H -2.972 4.627 1.336
N -0.106 -10.024 0.784
C -0.109 -8.877 0.691
C -0.111 -7.434 0.572
C 0.469 -6.649 1.565
C 0.464 -5.272 1.452
C -0.120 -4.626 0.348
C -0.699 -5.443 -0.641
C -0.695 -6.819 -0.532
C -0.131 -3.209 0.241
C -0.169 -1.988 0.150
H 0.925 -7.126 2.423
H 0.917 -4.661 2.221
H -1.158 -4.963 -1.495
H -1.146 -7.430 -1.304
```

Values from the calculation:
**Energy**: -3672.31292 Eh
**Net charge**: -1
**LUMO level (spin up / spin down)**: 0.0797 / 0.0799 Eh
**Spin multiplicity**: 2
**HOMO level (spin up / spin down)**: -4.630 / -4.089 eV
**Kohn-Sham gap (spin up / spin down)**: 6.799 / 6.264 eV

Löwdin atomic charge list, values in e, 5 entries: atom 1 (Mn): 0.445, atom 2 (C): -0.064, atom 3 (C): -0.083, atom 4 (C): -0.026, atom 5 (C): -0.292

(3)
Formula: C37H27BrF3MnN2O2P2S2
Source: the OMol25 dataset
Level of theory: ωB97M-V/def2-TZVPD

The geometry in XYZ format:
```
77
C37H27BrF3MnN2O2P2S2, DFT ωB97M-V/def2-TZVPD
Mn -0.631 -0.291 1.588
S 1.817 -1.599 1.767
P 1.036 -1.786 -0.062
C -0.051 -0.406 -0.311
P 0.565 0.894 -1.351
S 2.069 1.928 -0.621
C 0.954 0.298 -3.037
C 1.985 0.925 -3.724
C 2.322 0.507 -4.997
C 1.608 -0.513 -5.602
C 0.559 -1.121 -4.929
C 0.240 -0.729 -3.643
C -0.941 1.903 -1.542
C -2.026 1.366 -2.224
C -3.195 2.091 -2.339
C -3.287 3.350 -1.766
C -2.214 3.876 -1.064
C -1.035 3.157 -0.960
C 2.301 -2.003 -1.333
C 3.444 -1.214 -1.285
C 4.361 -1.296 -2.316
C 4.140 -2.162 -3.376
C 3.012 -2.967 -3.406
C 2.088 -2.888 -2.382
C 0.028 -3.295 -0.136
C -1.175 -3.309 -0.828
C -1.912 -4.476 -0.888
C -1.451 -5.619 -0.256
C -0.251 -5.603 0.435
C 0.498 -4.442 0.494
H 2.520 1.735 -3.247
H 3.145 0.980 -5.512
H 1.870 -0.839 -6.596
H -0.007 -1.910 -5.403
H -0.552 -1.229 -3.102
H -1.945 0.388 -2.672
H -4.031 1.676 -2.884
H -4.198 3.921 -1.871
H -2.289 4.853 -0.608
H -0.176 3.567 -0.443
H 3.591 -0.545 -0.448
H 5.249 -0.683 -2.292
H 4.854 -2.215 -4.183
H 2.850 -3.653 -4.226
H 1.201 -3.506 -2.394
H -1.527 -2.396 -1.288
H -2.848 -4.497 -1.426
H -2.039 -6.526 -0.289
H 0.100 -6.499 0.928
H 1.438 -4.398 1.030
Br 1.219 -0.078 5.198
C -0.650 -0.123 4.875
C -1.529 0.156 5.911
C -2.890 0.179 5.637
C -3.323 -0.082 4.346
C -2.369 -0.399 3.394
N -1.053 -0.407 3.646
C -2.619 -0.677 1.915
O -3.371 0.073 1.290
O -1.937 -1.650 1.468
H -1.142 0.362 6.897
H -3.598 0.391 6.425
H -4.362 -0.049 4.063
F 1.719 5.941 3.483
C 0.710 5.216 3.982
F 1.032 4.948 5.263
F -0.362 6.019 4.025
C 0.465 3.953 3.200
C -0.814 3.597 2.783
C -0.983 2.397 2.127
N 0.022 1.521 1.924
C 1.263 1.897 2.286
C 1.526 3.100 2.914
H -1.660 4.240 2.966
H -1.963 2.120 1.745
H 2.064 1.196 2.081
H 2.538 3.361 3.177
```

Values from the calculation:
**Energy**: -7189.90733 Eh
**LUMO level (spin up / spin down)**: -0.0310 / -0.0345 Eh
**Spin multiplicity**: 5
**HOMO level (spin up / spin down)**: -6.893 / -7.230 eV
**Kohn-Sham gap (spin up / spin down)**: 6.050 / 6.292 eV

Löwdin atomic charge list, values in e, 5 entries: atom 1 (Mn): 0.671, atom 2 (S): 0.328, atom 3 (P): 0.449, atom 4 (C): -0.517, atom 5 (P): 0.449

(4)
Formula: C37H27BrN7O8Re
Source: the OMol25 dataset
Level of theory: ωB97M-V/def2-TZVPD

The geometry in XYZ format:
```
81
C37H27BrN7O8Re, DFT ωB97M-V/def2-TZVPD
Re 0.437 0.195 -0.181
O -2.122 -0.784 -3.836
C -2.041 -2.132 -3.699
C -2.539 -2.897 -4.749
C -2.543 -4.273 -4.664
C -2.043 -4.920 -3.534
C -1.507 -4.171 -2.514
C -1.483 -2.769 -2.579
C -0.785 -2.008 -1.533
O -0.910 -0.709 -1.476
N -0.011 -2.625 -0.660
N 0.630 -1.699 0.079
C 1.196 -2.180 1.296
C 2.195 -1.153 1.763
C 3.134 -1.423 2.731
C 4.022 -0.420 3.098
C 3.949 0.804 2.460
C 2.980 1.007 1.493
N 2.104 0.049 1.167
H -1.824 -0.385 -3.011
H -2.928 -2.380 -5.618
H -2.947 -4.854 -5.483
H -2.067 -6.000 -3.466
H -1.086 -4.649 -1.637
H 1.644 -3.160 1.180
H 3.164 -2.404 3.189
H 4.765 -0.602 3.863
H 4.637 1.606 2.700
H 2.894 1.932 0.943
N -0.454 3.627 0.758
C -0.373 3.367 -0.590
C -0.420 4.483 -1.436
C -0.433 4.311 -2.793
C -0.445 3.012 -3.304
C -0.379 1.978 -2.419
N -0.294 2.124 -1.064
C -0.553 2.818 1.878
C -1.190 3.378 2.994
C -1.223 2.678 4.171
C -0.573 1.446 4.234
C 0.010 0.971 3.090
N 0.000 1.609 1.900
H -0.646 4.591 0.955
H -0.445 5.476 -1.000
H -0.449 5.170 -3.453
H -0.488 2.808 -4.365
H -0.358 0.965 -2.782
H -1.650 4.356 2.913
H -1.736 3.081 5.035
H -0.523 0.872 5.151
H 0.551 0.034 3.118
Br 2.273 -0.725 -7.018
C 2.863 0.521 -5.724
C 3.686 1.568 -6.106
C 4.112 2.480 -5.147
C 3.710 2.349 -3.827
C 2.883 1.295 -3.462
C 2.453 0.372 -4.410
C 2.385 1.215 -2.059
O 2.598 2.106 -1.246
O 1.656 0.148 -1.806
H 3.991 1.668 -7.140
H 4.752 3.302 -5.441
H 4.025 3.053 -3.070
H 1.802 -0.444 -4.127
O 0.170 -2.406 2.304
C -0.964 -1.677 2.336
O -1.261 -0.804 1.552
C -1.822 -2.012 3.500
C -1.644 -3.158 4.270
C -2.443 -3.371 5.383
C -3.394 -2.429 5.750
C -3.537 -1.295 4.974
C -2.786 -1.076 3.843
N -4.499 -0.246 5.396
O -4.395 0.848 4.871
O -5.299 -0.533 6.259
H -0.887 -3.879 3.993
H -2.321 -4.270 5.973
H -4.014 -2.559 6.626
H -2.938 -0.190 3.242
```

Values from the calculation:
**Energy**: -5063.47053 Eh
**Net charge**: +1
**LUMO level (spin up / spin down)**: -0.1391 / -0.1186 Eh
**Spin multiplicity**: 2
**HOMO level (spin up / spin down)**: -10.259 / -10.228 eV
**Kohn-Sham gap (spin up / spin down)**: 6.474 / 7.000 eV

Löwdin atomic charge list, values in e, 5 entries: atom 1 (Re): 1.660, atom 2 (O): 0.073, atom 3 (C): -0.245, atom 4 (C): -0.004, atom 5 (C): -0.061